Record 1
Here is the molecule C3H10N2O from the OMol25 dataset. Energies are from ωB97M-V/def2-TZVPD.

The geometry in XYZ format:
```
16
Properties=species:S:1:pos:R:3
N -0.7217 -1.6667 0.0462
C -0.1365 -0.2882 0.3362
C -0.7948 0.8367 -0.4736
O -2.0969 1.1373 0.1535
C 1.3885 -0.4600 -0.0872
N 2.3232 0.6429 0.1148
H -0.9632 -1.7584 -0.9649
H -1.5244 -1.9805 0.6204
H -0.1459 -0.0027 1.3211
H -1.1474 0.3524 -1.4594
H -0.2059 1.7397 -0.3559
H -2.3190 0.3516 0.6999
H 1.4280 -0.8550 -1.1618
H 1.8065 -1.4145 0.4314
H 2.6880 0.7311 -0.8233
H 3.2050 0.3734 0.6851
```

- Frontier orbital gap: 10.38 eV
- SMILES string: NC[C@H](N)CO
- E: -8299.3186 eV
- E_HOMO: -9.4 eV
- Energy relative to the best compared isomer or geometry (same formula, charge and spin): 2.185 eV

Record 2
Here is a structure of composition C6H16N2O from the OMol25 dataset. Energies are from ωB97M-V/def2-TZVPD.

The geometry in XYZ format:
```
25
Properties=species:S:1:pos:R:3
C 1.1569 -1.4756 -0.4962
C -0.9847 0.5041 0.2166
C 0.2840 -0.0735 0.7273
C -0.8655 1.9729 -0.2031
C 0.5904 -2.7679 0.0753
C -0.6246 2.9200 0.9689
N 2.5504 -1.3807 -0.3066
N -1.4901 -0.2982 -1.0519
O 0.7782 -1.1661 -1.7115
H -0.4453 -0.7438 -1.6093
H -1.8254 0.3896 0.9113
H 2.9459 -0.6195 -0.8445
H 2.8325 -1.3192 0.6638
H -1.8933 0.2673 -1.7993
H -2.2053 -0.9554 -0.7474
H 1.1217 0.6201 0.6911
H 0.1944 -0.4253 1.7533
H -0.0443 2.0419 -0.9235
H -1.7782 2.2820 -0.7246
H 0.8155 -2.8645 1.1387
H -0.4853 -2.7944 -0.0616
H 1.0507 -3.6056 -0.4569
H 0.3078 2.6869 1.4810
H -0.5496 3.9486 0.6135
H -1.4368 2.8563 1.6955
```

- Frontier orbital gap: 8.00 eV
- E: -11507.5427 eV
- E_HOMO: -7.3 eV
- Energy relative to the best compared isomer or geometry (same formula, charge and spin): 2.512 eV

Record 3
Here is a cluster of 2 separate species, C3H11N2S in total from the OMol25 dataset. Energies are from ωB97M-V/def2-TZVPD.

The geometry in XYZ format:
```
17
Properties=species:S:1:pos:R:3
C -3.2930 -1.3242 0.9648
C -2.7723 -0.0054 0.3663
S -0.9205 0.0735 0.4967
H -2.7056 -1.4721 1.8716
H -3.0414 -2.1771 0.3391
H -4.3646 -1.3045 1.1318
H -3.0364 0.1768 -0.6705
H -3.1159 0.8256 0.9701
H -0.9242 1.0652 1.4299
N 1.8762 0.9024 -0.8102
C 2.9482 0.1183 -0.8945
N 4.1881 0.5164 -0.9576
H 2.1006 1.8459 -0.5241
H 1.0164 0.3922 -0.5585
H 2.6866 -0.9147 -1.1009
H 4.8671 -0.1908 -1.1822
H 4.4906 1.4724 -0.8715
```

- Net charge: +1
- Frontier orbital gap: 8.97 eV
- E: -17098.4885 eV
- E_HOMO: -12.6 eV
- Energy relative to the best compared isomer or geometry (same formula, charge and spin): 0.525 eV

Record 4
Here is a cluster of 2 separate species, CH5NO2 in total from the OMol25 dataset. Energies are from ωB97M-V/def2-TZVPD.

The geometry in XYZ format:
```
9
Properties=species:S:1:pos:R:3
C 1.4319 0.8414 0.4801
N -1.7455 -1.0336 -1.1374
O 0.6918 0.8081 1.4674
O -0.8003 -1.9029 -0.5352
H 1.9588 1.8142 0.2192
H 1.5372 0.0171 -0.2301
H -0.8740 -1.7608 0.3828
H -2.1285 -1.5654 -2.0034
H -1.2667 -0.1389 -1.2487
```

- Frontier orbital gap: 9.77 eV
- SMILES string: C=O.NO
- E: -6700.1013 eV
- E_HOMO: -9.3 eV
- Energy relative to the best compared isomer or geometry (same formula, charge and spin): 3.611 eV

Record 5
Here is a cluster of 2 separate species, H4NP in total from the OMol25 dataset. Energies are from ωB97M-V/def2-TZVPD.

The geometry in XYZ format:
```
6
Properties=species:S:1:pos:R:3
N 0.2092 -0.1883 -0.6925
P -0.5778 0.1234 0.8184
H -0.5373 0.4407 -1.6789
H -0.2519 -1.1283 -0.8090
H 0.4553 0.5309 1.6763
H -0.4566 -1.1761 1.2731
```

- Frontier orbital gap: 9.50 eV
- E: -10841.4514 eV
- E_HOMO: -8.9 eV
- Energy relative to the best compared isomer or geometry (same formula, charge and spin): 1.679 eV

Record 6
Here is a structure of composition C17H39NO12V from the OMol25 dataset. Energies are from ωB97M-V/def2-TZVPD.

The geometry in XYZ format:
```
70
Properties=species:S:1:pos:R:3
O 0.1414 -0.7014 0.1085
V 0.2881 -1.0403 1.6170
C -1.4925 -2.9751 2.3672
O -0.2961 -3.0298 2.5284
O -1.7955 -1.8525 1.9378
O -2.0390 -3.1280 3.4685
C -0.4799 1.0707 3.2826
O -1.6133 1.1337 3.6005
O -0.0954 1.1081 2.1407
O -0.1326 -0.0415 3.6580
C 4.8091 2.7544 2.2582
O 4.2622 1.4823 2.0595
C 3.4315 1.3609 0.9292
C 3.2264 -0.1692 0.6233
N 2.5020 -0.8081 1.7447
C 3.0434 -2.1960 1.7793
C 2.7795 -2.9879 0.5310
O 1.4196 -2.9365 0.1039
C 1.0839 -3.8259 -0.9645
H 5.3235 2.6114 3.2085
H 4.1096 3.5834 2.3663
H 5.5567 3.0349 1.5163
H 3.9565 1.8685 0.1200
H 2.4805 1.8841 1.0294
H 4.1743 -0.6586 0.3994
H 2.6041 -0.1935 -0.2713
H 2.9314 -0.3707 2.5475
H 2.5455 -2.6748 2.6225
H 4.0862 -2.1185 2.0871
H 3.1760 -3.9859 0.7179
H 3.3136 -2.6013 -0.3370
H 0.9343 -4.8594 -0.6521
H 1.9223 -3.8820 -1.6588
H 0.1667 -3.5348 -1.4765
C 2.0122 1.4352 -3.8122
C 0.7530 1.4636 -2.8710
C -0.2017 0.2952 -3.1081
O 1.2833 1.4352 -1.5793
H 1.7203 1.5142 -4.8594
H 2.5847 0.5154 -3.6930
H 2.7378 2.2177 -3.5901
H 0.3056 2.4287 -3.1086
H -0.2331 0.1772 -4.1913
H -1.2000 0.6228 -2.8180
H -0.0293 -0.6739 -2.6399
H 0.6050 1.8181 -1.0182
C -3.0192 2.0650 -0.1788
C -1.8687 3.0552 -0.2712
C -1.8781 4.1740 0.7902
O -0.6619 2.3694 -0.1676
H -3.0169 1.5181 0.7640
H -2.8484 1.3036 -0.9398
H -4.0091 2.5128 -0.2673
H -1.9589 3.4289 -1.2912
H -0.9829 4.7902 0.7068
H -1.8642 3.8025 1.8148
H -2.7532 4.7982 0.6093
H -0.5949 1.9866 0.7102
C -3.1049 -1.7943 -1.4108
C -4.2989 -1.4508 -0.5224
C -5.6552 -1.6565 -1.2252
O -4.2850 -2.3335 0.6263
H -2.9312 -2.8215 -1.7314
H -2.1593 -1.5277 -0.9387
H -3.0846 -1.2023 -2.3258
H -4.2872 -0.3853 -0.2932
H -6.0311 -2.6767 -1.1472
H -5.5280 -1.3995 -2.2768
H -6.3832 -0.9513 -0.8242
H -3.4570 -2.1755 1.0858
```

- Net charge: -1
- Frontier orbital gap (spin up / spin down): 5.91 / 5.04 eV
- E: -70003.3373 eV
- 2S+1: 3
- E_HOMO (spin up / spin down): -3.5 / -3.7 eV
- Energy relative to the best compared isomer or geometry (same formula, charge and spin): 0.002 eV